(1)
Below is an isolated molecule of C4H7NO2S at a distorted geometry, with properties calculated with ωB97M-V/def2-TZVPD.

SMILES string: CO/N=C/CC(O)=S
gap between HOMO and LUMO: 9.1 eV
energy: -20679.222 eV
relative energy (zero: lowest compared OMol25 entry of this formula, charge and spin): 339.1 kJ/mol

Structure (ORCA input):
```
! RIJCOSX wB97M-V def2-TZVPD def2/J DEFGRID3
* xyz 0 1
C -2.69270 -0.92755 0.02564
C 0.13028 1.07448 -0.16254
C 1.58845 1.04718 0.07671
C 2.30676 -0.28362 -0.05789
H -3.65173 -0.45527 0.04252
H -2.47245 -1.40513 1.01327
H -2.41210 -1.74612 -0.66498
H -0.41222 2.03509 -0.18120
H 1.83169 1.53281 1.03942
H 2.09368 1.74071 -0.65929
H 0.64999 -1.18763 -0.11568
N -0.59325 0.02227 -0.10799
O -1.92984 0.27892 -0.10887
O 1.60076 -1.40009 -0.09879
S 3.96268 -0.32604 -0.04032
*
```


(2)
Below is a cluster of 3 separate species, C4H7NO2S in total at a distorted geometry, with properties calculated with ωB97M-V/def2-TZVPD.

gap between HOMO and LUMO: 8.0 eV
energy: -20678.606 eV
relative energy (zero: lowest compared OMol25 entry of this formula, charge and spin): 398.5 kJ/mol

Structure (ORCA input):
```
! RIJCOSX wB97M-V def2-TZVPD def2/J DEFGRID3
* xyz 0 1
C 0.82086 2.26810 3.45197
C -1.30657 -0.20116 -3.37990
C -0.96141 -1.44900 -1.29662
C -1.13551 -0.17435 -2.02643
N 0.22439 1.32752 3.58719
O 1.75065 -0.91992 3.10312
O 2.72918 1.19552 2.59512
S 2.76536 0.01989 3.43366
H -1.19745 -1.01771 -4.03821
H 1.60850 3.00855 3.20368
H -1.37547 0.69626 -3.98772
H -1.89794 -1.91357 -1.29455
H -0.79294 -1.36697 -0.15763
H -0.24740 -2.17665 -1.77410
H -0.98426 0.70350 -1.41957
*
```


(3)
Below is an isolated molecule of C4H7NO3 at a distorted geometry, with properties calculated with ωB97M-V/def2-TZVPD.

SMILES string: N[C@H](C=O)CC(=O)O
gap between HOMO and LUMO: 9.8 eV
energy: -11892.086 eV
relative energy (zero: lowest compared OMol25 entry of this formula, charge and spin): 307.9 kJ/mol

Structure (ORCA input):
```
! RIJCOSX wB97M-V def2-TZVPD def2/J DEFGRID3
* xyz 0 1
O 1.48945 -2.15246 0.05466
C 1.16209 -1.03518 0.10598
C -0.02836 -0.59901 -0.78676
C -1.06538 0.27901 -0.14344
C -0.46912 1.54074 0.52626
O 0.85716 1.56071 0.32527
O -1.08622 2.40617 1.13231
N -0.77102 -1.78298 -1.16607
H 1.51807 -0.65587 1.02050
H 0.32136 -0.06600 -1.66506
H -1.93290 -0.25365 0.38734
H -1.72791 0.48619 -1.10534
H 1.28002 2.10863 1.09600
H -0.11871 -2.71401 -1.28464
H -1.62138 -2.05311 -0.59652
*
```


(4)
Below is an isolated molecule of C4H7NO3 at a distorted geometry, with properties calculated with ωB97M-V/def2-TZVPD.

SMILES string: O=CN(O)[C@@H]1C[C@H]1O
gap between HOMO and LUMO: 10.2 eV
energy: -11889.601 eV
relative energy (zero: lowest compared OMol25 entry of this formula, charge and spin): 547.7 kJ/mol

Structure (ORCA input):
```
! RIJCOSX wB97M-V def2-TZVPD def2/J DEFGRID3
* xyz 0 1
C 0.29814 0.63178 1.02760
C 0.56509 1.45637 -0.21735
C -0.51983 0.57158 -0.08306
C -0.02316 -2.03789 -0.16004
H -0.72909 0.59063 2.62773
H 0.97173 -0.14886 1.14339
H 1.58760 1.25898 -0.66285
H 0.18897 2.54243 -0.25207
H -1.52106 0.99694 -0.04999
H -0.56545 -0.50563 -2.72915
H 0.36771 -2.70836 -1.00977
N -0.57375 -0.87391 -0.79640
O -0.15158 1.26499 2.11643
O 0.17193 -0.66165 -1.95270
O -0.06724 -2.37741 0.99822
*
```


(5)
Below is a structure of composition C4H7NO3 at a distorted geometry, with properties calculated with ωB97M-V/def2-TZVPD.

gap between HOMO and LUMO: 10.3 eV
energy: -11890.802 eV
relative energy (zero: lowest compared OMol25 entry of this formula, charge and spin): 431.8 kJ/mol

Structure (ORCA input):
```
! RIJCOSX wB97M-V def2-TZVPD def2/J DEFGRID3
* xyz 0 1
C -0.98391 0.13279 0.28814
C -0.40822 -1.39752 0.13510
C 1.45334 -0.02224 0.13352
C 0.17936 0.80443 -0.13955
H -2.44185 1.28397 -0.45387
H -1.13526 0.13750 1.42602
H -0.73591 -1.62217 -1.01098
H -0.91127 -1.89394 0.99823
H 1.80055 -2.08679 0.03117
H 0.07913 0.80030 -1.19086
H 1.27300 2.41734 -0.22418
N 1.06643 -1.33052 0.15272
O -2.11036 0.24568 -0.32086
O 2.60446 0.43752 -0.24126
O 0.27052 2.09366 0.41666
*
```


(6)
Below is an isolated molecule of C4H7NO3 at a distorted geometry, with properties calculated with ωB97M-V/def2-TZVPD.

SMILES string: C=C(OCC)[N+](=O)[O-]
gap between HOMO and LUMO: 10.8 eV
energy: -11889.240 eV
relative energy (zero: lowest compared OMol25 entry of this formula, charge and spin): 582.5 kJ/mol

Structure (ORCA input):
```
! RIJCOSX wB97M-V def2-TZVPD def2/J DEFGRID3
* xyz 0 1
C -1.25249 1.89744 0.97916
C -0.79263 0.75273 0.57040
C 1.79383 -1.53706 -0.10394
C 1.17053 -0.15733 -0.36840
N -1.91660 -0.04152 -0.53318
O -2.92410 0.51095 -0.91634
O -1.49846 -1.08456 -0.88982
O 0.26621 0.04821 0.73199
H -0.79164 2.62958 1.62119
H -2.27826 2.20165 0.57204
H 2.31558 -1.56627 0.80367
H 0.85473 -2.26379 0.02267
H 2.40395 -1.85192 -0.97624
H 0.69116 -0.15965 -1.27987
H 1.95820 0.62153 -0.23335
*
```